1.
Computed, not measured: a structure of composition C31H54BrClO2OsP2Si2, with ωB97M-V with the def2-TZVPD basis set.

Values from the calculation:
Spin multiplicity ... 5
E ... -5750.581891 Eh
Frontier orbital gap (spin up / spin down) ... 0.1901 / 0.2718 Ha
LUMO (spin up / spin down) ... 0.34 / -0.66 eV
Charge ... 0

Positions of all 94 atoms, in Å:
C  -3.4722  -3.2822  -0.8238
H  -2.3344  -2.2678  1.7068
C  0.6539  -1.6187  -1.5691
H  2.6114  4.4736  -2.9605
H  0.8607  4.6299  -2.8145
H  2.8804  -2.2731  2.6999
C  -0.0551  -1.7196  3.6030
H  -3.6093  -3.3922  -1.9079
Si  -1.2714  1.7324  -3.1788
C  2.2479  0.2798  0.9403
H  0.2018  -5.0990  2.2083
C  1.7673  4.3513  -2.2665
C  -1.4625  -0.7634  -1.7802
Os  -0.0368  0.0180  -0.4218
H  -1.2500  -5.7082  -0.2067
H  0.3349  2.4182  2.3834
H  3.0971  -2.1356  0.9370
H  -2.0629  2.8385  -1.1217
H  1.6296  -0.0131  -2.7913
H  -1.4971  -0.1157  3.3111
H  -1.9873  -2.5771  4.0949
Si  -1.6474  -3.2821  -0.4200
H  -1.0725  3.9707  -2.0857
H  1.4763  -2.2848  -1.3368
H  1.5002  -0.5333  1.0944
H  1.7343  1.0236  0.2841
H  0.1847  0.4374  3.5022
C  1.1593  -4.5973  2.3889
H  -5.7173  3.3352  4.6299
C  -0.2739  3.2307  1.9707
C  -0.6022  0.1341  -2.4801
H  1.6602  2.2323  -2.6247
H  -1.2150  -5.1638  -1.9023
C  1.3739  -3.3549  1.5294
H  1.9538  -5.3176  2.1462
H  3.4969  -3.6456  1.7574
H  -0.8364  -2.4980  5.4352
H  -2.5436  -0.6788  -1.7729
C  -5.1081  1.4190  3.8520
C  -4.4445  0.7422  2.8234
O  -3.6272  0.5555  -0.3922
H  1.9231  5.0611  -1.4440
C  3.1318  2.6157  -1.1058
C  0.7383  -0.4214  -2.3370
O  -1.8572  0.4637  1.0370
H  -1.2928  2.8547  1.8096
C  -0.9320  -2.7094  4.3627
H  0.9897  -1.8120  3.9474
H  -3.6743  1.3634  -2.7323
C  1.7771  2.9076  -1.7623
C  -1.1367  2.9356  -1.7182
H  -1.4102  4.9548  0.1611
H  -0.4795  3.2951  -4.9137
H  3.3283  1.5446  -1.0086
H  -3.2245  0.8358  -4.3839
H  0.8211  2.1333  -4.5148
H  3.1994  -0.0563  0.5518
C  -0.3292  5.0826  0.2979
C  -1.4923  -2.9262  1.4235
H  1.2649  -3.6292  0.4675
C  2.7904  -2.8061  1.7441
H  -0.1847  5.7916  1.1237
H  -1.5821  -3.8595  2.0023
C  0.3370  3.7589  0.6741
Cl  2.2739  1.0984  2.4647
C  -3.0804  1.6143  -3.6232
Br  -4.3778  -1.1664  2.8053
C  -0.5535  -0.2938  3.8473
C  -0.2588  2.2508  -4.6558
C  -0.7394  -1.8622  -1.2360
H  1.4143  3.9406  0.8354
H  -3.9475  -2.3469  -0.4966
H  1.2502  -4.3626  3.4579
H  -3.4190  2.5759  -4.0317
H  0.2093  -4.9142  -0.8631
C  -4.6716  3.5329  2.7435
H  -4.7620  4.6179  2.7013
P  0.2791  2.4748  -0.6661
H  -0.6523  -3.7558  4.2060
H  3.2154  3.0813  -0.1146
H  -3.6217  3.3914  0.8419
H  -0.7190  -0.1348  4.9215
H  -0.5713  1.6127  -5.4944
H  0.0803  5.5457  -0.6059
H  3.9276  3.0310  -1.7392
C  -5.2128  2.8156  3.8171
P  0.0428  -2.0259  1.7665
C  -3.0683  0.7567  0.7056
C  -4.0116  2.8581  1.7154
C  -3.8567  1.4640  1.7797
C  -0.8859  -4.9224  -0.8821
H  -5.5369  0.8474  4.6697
H  -3.9568  -4.1293  -0.3196
H  -0.3091  4.0380  2.7160

These are the Mulliken partial charges, in e, on atoms 1 to 2:
1 C -1.130
2 H -1.350

2.
Computed, not measured: a structure of composition C31H54Cl2P2Ru, with ωB97M-V with the def2-TZVPD basis set.

Values from the calculation:
Spin multiplicity ... 6
E ... -2911.562837 Eh
Frontier orbital gap (spin up / spin down) ... 0.1572 / 0.2623 Ha
LUMO (spin up / spin down) ... 2.81 / 2.64 eV
Charge ... -1

Positions of all 90 atoms, in Å:
H  -3.9047  2.7470  -3.8160
H  0.0272  -3.1955  4.4005
H  -2.2219  -0.1347  -1.5171
Ru  0.0366  -0.2103  1.3763
C  -0.2794  -4.8523  -2.1449
H  4.5571  1.8100  -4.0221
C  -0.3891  2.9136  1.8931
C  1.0552  -4.0896  -2.2102
C  1.0671  -2.9228  -1.2183
H  -0.3908  1.2638  -3.5424
H  3.3615  -0.2701  -4.8534
C  1.6756  0.2304  -1.8421
H  4.0791  -0.4127  -3.2586
P  0.0788  -0.2727  -0.8708
H  1.1332  -0.0391  -3.9313
H  -2.2133  3.2494  -3.7524
H  0.4679  5.4186  -0.2498
C  -1.7283  1.9133  -1.2092
H  2.8818  2.0999  -4.5170
H  1.1455  -2.1639  5.9617
C  1.5073  -0.5845  4.4568
C  0.4948  -3.1390  2.2450
H  1.2764  -0.5026  6.6138
C  3.2137  2.1854  -2.3782
H  0.4679  -2.3052  1.4882
C  -1.3780  -0.2762  4.6766
H  -2.2842  -2.0989  -1.3437
H  0.3631  1.4664  3.2269
H  1.8848  -4.7698  -1.9880
P  -0.0693  -0.9112  3.5835
C  1.8575  1.7386  -1.8296
H  1.5958  0.5122  4.5112
C  -1.3817  0.5353  -1.7598
H  1.2219  -3.7071  -3.2347
H  0.0611  -4.0272  1.7742
C  3.2818  0.0922  -3.8205
H  -1.8750  1.8627  -0.1225
H  2.2996  -0.9177  3.7683
C  -2.4978  1.1209  -3.9584
C  -0.6918  5.6881  1.5768
Cl  2.3991  -0.4955  1.1957
H  -3.8585  1.9334  -1.5335
C  -0.2968  -2.7158  3.4673
H  -0.3142  -5.4288  -1.2064
H  -1.3712  -3.0909  -0.2193
H  -0.9976  -0.3951  -3.7138
H  0.8545  2.9953  0.1833
C  -1.2268  0.5932  -3.2877
H  -1.3687  -2.9086  3.3327
C  -2.9224  2.4851  -3.4038
H  -0.8836  2.5933  -1.3857
H  -2.0930  -2.1796  5.4754
H  1.7925  2.0889  -0.7973
C  3.5113  1.6057  -3.7633
H  -0.8929  -1.3560  6.5198
H  2.0467  -2.4191  -1.2012
H  -2.4115  -4.5053  -1.9769
H  -1.6792  3.1034  3.6184
C  -1.7353  -1.2059  5.8319
H  0.9124  -3.3171  -0.2039
H  -2.3347  1.1819  -5.0417
C  -1.2998  5.0317  2.6666
H  1.9276  -1.4571  -3.2217
H  -1.8394  5.6143  3.4167
C  -0.0957  -1.9934  -1.5765
H  -1.6400  -3.5559  -3.2465
H  3.9922  1.8649  -1.6761
C  -1.3939  -2.7370  -1.2594
H  1.5436  -3.3515  2.4835
H  -3.1322  3.5362  -1.5207
C  -1.2039  3.6526  2.7989
C  0.2024  3.5833  0.8176
H  -0.7741  6.7714  1.4750
C  1.6515  -1.1933  5.8487
H  3.2496  3.2804  -2.4077
H  -0.3244  -5.5894  -2.9542
H  2.7129  -1.3440  6.0559
C  -2.9827  2.5060  -1.8696
H  -0.0899  -1.8238  -2.6655
H  -1.0272  0.7029  5.0334
C  0.0245  4.9449  0.6279
C  1.9311  -0.3572  -3.2440
H  -2.2451  -0.0892  4.0313
H  1.0550  2.2124  -2.4185
C  0.0066  1.5305  2.1658
C  -1.5092  -3.9309  -2.2153
H  -2.5472  -0.7472  6.4061
H  2.4448  -0.1951  -1.1815
Cl  -2.2479  -0.8664  1.3852
H  -3.3061  0.3929  -3.8072

These are the Mulliken partial charges, in e, on atoms 1 to 2:
1 H 0.425
2 H 0.502

3.
Computed, not measured: a structure of composition C31H54N3OP2Pt, with ωB97M-V with the def2-TZVPD basis set.

Values from the calculation:
Relative energy (zero: lowest compared OMol25 entry of this formula, charge and spin) ... 55.8 kJ/mol
Spin multiplicity ... 5
E ... -2253.984132 Eh
Frontier orbital gap (spin up / spin down) ... 0.2656 / 0.1797 Ha
LUMO (spin up / spin down) ... -8.29 / -13.22 eV
Charge ... +3

Positions of all 92 atoms, in Å:
H  -3.5048  0.9583  -2.0314
H  -3.7527  2.8703  0.2472
C  -1.6434  3.2954  -0.0553
O  -2.4813  0.0151  2.7894
H  -2.3700  -4.2040  -0.1448
H  2.4743  -1.9832  3.2003
C  3.2590  -0.4321  -2.8767
H  -1.4837  2.5181  -4.0017
C  2.4314  -1.2026  -0.7713
N  -1.3793  -0.1684  -0.9724
H  -0.2605  1.3763  -4.5899
H  2.3618  4.0558  2.1531
H  -2.7576  2.5291  1.6639
H  -2.6780  4.5419  -1.4948
C  1.4600  -4.5654  2.5723
H  -0.5660  0.8504  5.9438
H  -1.1811  3.9211  -2.1399
C  2.2915  -2.1838  0.3989
H  3.9550  -0.5130  -3.6861
H  -2.1081  -2.6627  0.6950
H  1.7422  -2.9161  4.5646
H  -3.7676  -0.3540  -3.1412
H  -0.6158  -3.9594  4.2106
C  -1.5406  0.0037  2.1209
H  4.0407  -2.1168  -1.7597
H  1.0632  -5.2511  -0.0168
H  -1.3578  -3.9911  2.6016
N  1.5910  -0.1805  -0.8128
C  -2.7803  2.4644  0.5713
P  -0.0048  2.3365  -0.0021
C  3.3421  -1.3202  -1.8090
H  -1.8894  1.3690  -5.2463
C  0.2078  -3.1380  -1.6580
C  2.7698  2.6168  0.2050
H  2.1804  1.2532  -3.7135
H  0.7180  3.4435  2.3677
C  1.5496  -2.3970  3.6230
H  -0.4031  -5.5638  -0.9275
H  2.2595  -4.5464  1.8201
C  -1.7843  0.4671  -3.3321
H  0.9783  0.0732  5.9421
C  -1.5299  4.5736  0.7738
H  -3.7475  1.2974  -3.7557
H  1.0055  -1.5716  3.9867
H  1.2427  -3.4558  -1.8336
H  0.8002  4.4551  -1.6226
H  -2.1478  -2.6819  -1.0323
H  2.5045  4.5985  -1.2327
C  -0.0176  0.0287  5.5879
H  -0.4159  -1.0971  -3.9864
H  -2.7578  1.4109  0.2840
C  -1.0202  0.5906  -1.9212
H  -0.4434  -0.8674  5.9410
H  3.5447  3.1646  0.7517
C  1.5102  4.5609  -0.7891
H  -0.5096  -5.4448  0.8173
C  -1.4886  -0.9209  -3.8584
C  1.4727  3.4349  0.2727
H  1.0112  5.0707  1.6983
C  -0.6965  -3.4177  3.2597
H  0.8036  -5.4085  2.3932
H  -2.4902  5.1013  0.7384
C  1.4332  0.6679  -1.8358
Pt  -0.1590  -0.0767  0.7873
C  -0.2801  -3.5134  -0.2605
C  2.2958  0.5560  -2.9157
C  0.0455  0.0325  4.2340
H  1.9517  -4.7674  3.5314
C  0.7149  -3.2449  2.6769
H  -1.3300  4.3506  1.8240
C  -2.0285  3.6535  -1.4984
C  0.2551  1.5842  -1.7510
H  -1.9688  -1.0538  -4.8246
H  -0.7692  5.2610  0.3987
P  0.5868  -2.3757  1.0450
H  2.7698  -3.1332  0.1251
C  -0.0092  -5.0133  -0.0607
H  2.8892  -1.7997  1.2424
H  3.1135  2.4854  -0.8206
H  -2.5969  2.8576  -1.9931
H  -1.1761  -2.4548  3.4719
C  1.3614  4.0359  1.7003
H  -1.8785  -1.6829  -3.1871
C  -3.2788  0.6115  -3.0472
N  0.1827  0.2063  3.1040
C  -1.8020  -3.2551  -0.1698
C  -1.3157  1.4931  -4.3324
H  1.3548  5.5516  -0.3264
H  -0.4240  -3.6306  -2.4119
H  2.6598  1.6413  0.6799
H  0.2875  2.3483  -2.5489
H  0.1193  -2.0666  -1.8165

These are the Mulliken partial charges, in e, on atoms 1 to 2:
1 H 0.411
2 H 0.473

4.
Computed, not measured: a structure of composition C31H55BIrN7, with ωB97M-V with the def2-TZVPD basis set.

Values from the calculation:
Spin multiplicity ... 5
E ... -1726.683194 Eh
Frontier orbital gap (spin up / spin down) ... 0.2632 / 0.3034 Ha
LUMO (spin up / spin down) ... 0.76 / 0.27 eV
Charge ... 0

Positions of all 95 atoms, in Å:
C  -2.8038  -1.4520  2.5183
Ir  0.1795  0.6724  0.2188
H  1.7236  -4.9222  1.4827
H  -1.8249  1.9295  -0.8375
C  2.8234  -0.5630  1.8412
C  -0.5401  -4.9423  -0.6665
H  4.7319  0.6789  3.3772
C  -3.2821  -2.4871  3.5148
H  -4.2371  -4.4367  3.5753
H  2.1830  3.4516  2.4961
H  -3.4229  2.3893  1.1034
H  -1.5310  -3.4005  4.3401
N  0.0102  -1.2600  -0.7999
H  1.8027  -2.2221  -4.0375
H  -1.2106  -5.2468  -1.4702
H  -0.3812  -1.0380  -4.0356
H  2.6357  -5.8603  2.6781
H  -0.5753  -5.2506  1.5019
H  4.1213  -1.9236  3.0364
H  1.3547  -5.1920  4.8017
H  2.9811  -3.7443  3.9777
C  -5.0465  1.3068  0.2615
H  0.1801  -4.7728  3.5588
H  -5.2304  0.3993  -0.3233
H  -2.8824  -3.3210  5.4616
C  -3.5427  1.5202  0.4531
C  -2.9692  0.3292  1.1886
C  1.7410  -1.1476  -3.8528
H  -0.7251  1.1017  -2.9244
H  5.0648  2.0303  2.2796
H  4.7066  -0.1549  1.0945
C  -0.3738  -3.4488  -0.8952
C  0.4971  4.7320  0.7641
H  -0.2094  4.7369  -0.0728
C  -3.7557  -3.7778  2.8436
N  1.0115  -1.7724  2.0713
H  -1.9374  -1.8606  5.1029
H  0.5896  -3.6005  4.8285
C  3.1475  -1.6709  2.6293
H  -4.1624  -2.0116  3.9371
C  0.3663  -0.7508  -3.2973
C  -3.6538  -0.4401  2.1355
C  3.4890  1.3259  0.1958
H  2.5269  -0.8833  -3.1371
C  2.5069  -4.8624  2.2405
H  -1.5471  2.9698  2.9351
H  -2.9063  -4.3118  2.4153
C  3.8537  0.4540  1.3950
H  1.5069  4.5986  0.3637
N  0.1947  2.3428  1.0482
C  -1.1771  -5.4554  0.6183
N  -0.2436  -2.3935  -0.0487
H  2.6739  2.0071  0.4295
H  -4.4693  -3.5652  2.0432
H  1.1308  4.5388  3.4314
C  0.0550  -1.6109  -2.0866
C  -0.1848  -2.9790  -2.1785
H  1.1870  -5.3962  -1.9254
C  0.2890  0.7601  -3.1463
C  0.8039  -5.6424  -0.9343
H  -3.1362  1.0399  -1.6201
B  -0.3977  -2.2527  1.5339
H  -5.4751  2.1569  -0.2797
H  1.9398  -0.6236  -4.7907
C  -1.2556  3.8181  2.3067
C  4.3054  1.3031  2.5888
H  -4.6613  -0.2960  2.5019
H  0.4446  5.6983  1.2768
H  1.5572  -5.3383  -0.2053
H  -0.6456  -3.3169  2.0258
H  0.9488  2.7713  3.5807
H  -1.9764  3.9122  1.4885
N  -1.7574  -0.1750  1.0328
C  0.1553  3.5946  1.7384
C  1.1708  3.5874  2.8877
C  0.9883  -4.3741  4.1753
H  4.3551  1.9253  -0.1014
C  -2.3482  -2.7804  4.6737
H  3.4366  -4.5759  1.7416
H  0.6166  1.2404  -4.0714
H  3.1899  0.7154  -0.6627
N  -1.6313  -1.2873  1.8245
C  2.1234  -3.8414  3.3180
C  2.0159  -2.4473  2.7163
H  0.9439  1.1175  -2.3615
C  -2.9015  1.8323  -0.9002
H  -2.1661  -5.0270  0.7664
H  -3.2936  2.7751  -1.2912
H  0.6825  -6.7282  -0.8692
H  -1.2934  -6.5401  0.5379
H  -1.2825  4.7358  2.9057
H  3.4576  1.8462  3.0130
H  -5.5792  1.2137  1.2121
H  -0.2246  -3.5717  -3.0840
N  1.5396  -0.6286  1.5162

These are the Mulliken partial charges, in e, on atoms 1 to 2:
1 C -0.018
2 Ir -0.407

5.
Computed, not measured: a cluster of 6 separate species, C31H55Br10Cl2NO3 in total, with ωB97M-V with the def2-TZVPD basis set.

Values from the calculation:
SMILES ... [H]/N=C/C[C@H]1OC(=O)[C@H](CCCCCCCCCCCOC)[C@@H]1/C(Cl)=C(\C)Cl.BrCCBr.BrCCBr.BrCCBr.BrCCBr.BrCCBr
E ... -28155.162235 Eh
Frontier orbital gap ... 0.3478 Ha
LUMO ... 0.07 eV
Charge ... 0

Positions of all 102 atoms, in Å:
C  5.0499  1.3998  -2.7138
H  -2.6463  -1.0930  8.0679
H  -2.2353  0.1915  5.8399
H  0.6422  0.9404  -5.8497
H  3.9620  4.4434  -1.7637
C  4.2413  2.3177  -1.7564
O  3.8967  -2.1210  -2.0221
H  4.8147  -0.7001  -0.8098
H  0.6781  3.6879  -4.1631
Br  6.3974  -4.6676  -0.6946
H  -1.2234  -1.2319  -3.1069
H  4.2844  3.8010  -3.3459
C  2.1976  3.7462  -2.6773
H  -4.3557  -4.5963  3.7450
Br  -5.9459  -5.5754  6.0241
H  -6.8944  -5.1352  3.7875
Br  -4.4612  -2.3938  4.8949
C  1.7307  3.4321  -4.1201
H  2.8444  -3.7604  -1.5493
H  5.5250  -0.6178  -3.1855
N  -4.6298  4.2594  -2.2195
H  -5.6546  1.1831  -2.1355
C  -1.4462  0.7253  -2.3246
H  -0.3276  1.8651  -4.7671
C  0.2872  -0.0927  -4.0241
H  3.1627  -0.3590  -1.3476
C  4.6371  -0.0743  -2.8764
O  -0.8841  3.1297  -2.4777
H  2.1477  -2.2921  -0.9090
H  -3.5258  0.1620  4.6229
O  -2.7490  2.2356  -3.4514
H  2.3164  4.0290  -4.8075
H  -5.4375  2.2169  -3.5226
H  8.4100  -4.9944  -2.8159
C  -1.9596  -1.3603  10.0776
H  2.1408  1.4676  -3.4477
H  -3.8376  0.5620  -3.7970
H  -5.4007  -3.4567  2.8770
C  0.5316  1.2076  -4.8036
H  2.4453  -0.4110  3.0753
C  2.0833  1.4008  1.9813
H  0.9491  -0.1737  -3.1733
C  1.8439  1.9075  -4.3799
H  2.3148  2.1628  2.7177
C  3.0899  -2.8105  -1.0942
Br  0.3336  0.4376  4.0259
Br  -3.8538  2.8889  3.6773
H  -4.7974  2.9266  -0.6506
Br  7.5405  -2.8377  -3.6916
H  -2.6720  -2.1664  10.2358
Br  -0.7669  0.4981  8.2503
C  4.1244  -0.7713  -1.6535
Br  -0.3487  -1.8982  11.0279
C  -3.5606  -1.0306  -0.0588
C  -3.6516  1.2212  -2.9611
H  -7.0864  -3.7145  4.8330
H  2.9535  1.2267  1.3533
Br  0.7316  2.1482  0.7959
H  -3.8685  -0.3605  1.9595
H  -0.6947  0.5391  -1.5660
H  -1.6550  1.9059  4.2377
H  3.6586  -2.9607  -0.1800
H  -1.8286  -0.1020  -4.3080
C  -1.7038  -1.1703  8.6082
H  2.5966  1.7285  -5.1353
H  -1.1027  -1.9653  8.1799
C  -1.1423  -0.2225  -3.4790
C  -2.5393  2.0661  4.8523
C  -4.7972  3.1012  -1.7311
C  -3.0452  0.7602  5.3881
C  6.2624  -5.1511  -2.5729
H  3.3850  1.8426  -1.2971
C  -1.5799  2.1665  -2.7369
H  4.9423  2.6451  -0.9999
C  -3.3719  -0.7572  -1.3547
C  1.6169  0.1132  2.6039
H  1.1327  -0.5437  1.8917
H  -3.0389  1.2846  -0.9773
C  3.7200  3.6278  -2.4362
C  -2.9017  0.5782  -1.7858
H  5.3597  -4.6814  -2.9509
H  -2.3076  2.7884  5.6289
H  6.1028  1.4407  -2.4625
H  3.9368  -0.1643  -3.6899
H  0.4236  -0.9591  -4.6570
H  -3.8995  0.8952  0.7697
C  -3.4127  -0.0322  1.0360
H  4.9701  1.8369  -3.7009
H  7.4982  -5.2229  -4.3206
H  1.6514  3.0690  -2.0319
C  -5.1623  -3.8787  3.8503
H  -2.3728  0.2121  1.2243
Cl  -4.0514  -2.6135  0.4607
C  -6.3906  -4.4706  4.4855
Cl  -3.7052  -1.9758  -2.5463
H  -2.3203  -0.4573  10.5579
C  -4.9787  1.8942  -2.5963
C  7.4930  -4.7500  -3.3412
H  6.1447  -6.2324  -2.5851
H  -4.5143  4.9381  -1.4686
Br  -4.3373  1.0055  6.8249
H  1.8722  4.7463  -2.4104

These are the Mulliken partial charges, in e, on atoms 1 to 2:
1 C -1.007
2 H 0.156